(1)
{
  "formula": "C36H50FN9O4SSiTa",
  "method": "wB97M-V/def2-TZVPD",
  "e_lumo_ha": -0.2785,
  "multiplicity": 1,
  "de_lowest_kcal_mol": 4.4,
  "total_charge": 3,
  "e_tot_ev": -82711.1658,
  "symbols": ["Ta", "C", "C", "N", "C", "S", "N", "N", "C", "C", "C", "C", "C", "C", "C", "N", "H", "H", "H", "H", "H", "H", "H", "H", "H", "H", "H", "H", "H", "C", "C", "C", "C", "C", "C", "N", "N", "Si", "C", "C", "C", "H", "H", "H", "H", "H", "H", "H", "H", "H", "H", "H", "H", "H", "H", "H", "C", "C", "N", "C", "C", "C", "O", "O", "C", "O", "C", "C", "C", "F", "C", "C", "C", "N", "C", "C", "N", "C", "C", "H", "H", "H", "H", "H", "H", "H", "H", "H", "H", "H", "H", "H", "H", "H", "H", "H", "H", "C", "O", "H", "H", "H", "H"],
  "positions_angstrom": [[1.5571, 0.2856, 1.5380], [2.9268, -4.6827, -1.9306], [3.3370, -4.2772, -0.5259], [3.9298, -2.9372, -0.4832], [3.3156, -1.7894, -0.1927], [1.6051, -1.8301, 0.2212], [4.0136, -0.6840, -0.2590], [3.2296, 0.4156, 0.0081], [3.5820, 1.5258, -0.5295], [4.7777, 1.6960, -1.3984], [2.6373, 2.6354, -0.2949], [2.7799, 3.8685, -0.9025], [1.7781, 4.8156, -0.7514], [0.6556, 4.4915, -0.0129], [0.5957, 3.2475, 0.5870], [1.5731, 2.3475, 0.4750], [2.5199, -5.6942, -1.9238], [2.1651, -4.0072, -2.3242], [3.7819, -4.6704, -2.6069], [2.4837, -4.2894, 0.1494], [4.0749, -4.9674, -0.1178], [4.8816, -2.8292, -0.8067], [5.1326, 0.7305, -1.7402], [4.5526, 2.3301, -2.2544], [5.5839, 2.1706, -0.8308], [3.6574, 4.0845, -1.4935], [1.8723, 5.7875, -1.2188], [-0.1620, 5.1878, 0.1109], [-0.2547, 2.9611, 1.1765], [3.0307, 4.0670, 2.6837], [3.6558, 2.7761, 3.1085], [4.7844, 2.7908, 3.9091], [5.3553, 1.5987, 4.3306], [4.7716, 0.3905, 4.0029], [3.6230, 0.4392, 3.2368], [3.1166, 1.5873, 2.7477], [2.7880, -0.6157, 2.8422], [2.7914, -2.2081, 3.7519], [3.0766, -1.7888, 5.5348], [4.1479, -3.2240, 3.0396], [1.1412, -3.0223, 3.6259], [3.3123, 4.8578, 3.3757], [1.9500, 3.9884, 2.6710], [3.3809, 4.3648, 1.6953], [5.2027, 3.7406, 4.2116], [6.2487, 1.6157, 4.9422], [5.1864, -0.5483, 4.3364], [4.1187, -1.8750, 5.8459], [2.4962, -2.4937, 6.1354], [2.7311, -0.7838, 5.7906], [5.1141, -2.7181, 3.1094], [3.9625, -3.4508, 1.9887], [4.2300, -4.1696, 3.5830], [0.3920, -2.4413, 4.1694], [1.2213, -3.9951, 4.1219], [0.7933, -3.1958, 2.6083], [-5.3084, -3.0279, -0.2784], [-5.3730, -1.5535, 0.0684], [-4.0341, -0.9108, 0.0117], [-3.2636, -1.0095, 1.0896], [-1.9763, -0.5375, 1.1708], [-1.2900, -0.6879, 2.4592], [-1.7885, -0.9573, 3.5080], [0.0480, -0.4759, 2.3423], [-1.3864, 0.1183, 0.0593], [-0.2190, 0.6034, 0.0342], [-2.2360, 0.2375, -1.1140], [-1.7601, 0.8884, -2.2613], [-2.5412, 1.0046, -3.3639], [-2.0833, 1.7159, -4.4093], [-3.8412, 0.4509, -3.4380], [-4.3090, -0.1924, -2.3028], [-3.5365, -0.2837, -1.1357], [-4.6307, 0.5693, -4.5788], [-4.1307, 0.7195, -5.9367], [-4.7858, -0.3015, -6.8527], [-6.2891, -0.1479, -6.7895], [-6.7929, -0.2792, -5.3709], [-6.0692, 0.7428, -4.5118], [-6.3082, -3.4585, -0.2363], [-4.6806, -3.5714, 0.4281], [-4.9073, -3.1823, -1.2816], [-5.7503, -1.3864, 1.0754], [-6.0387, -1.0142, -0.5962], [-3.7048, -1.4912, 1.9549], [-0.7707, 1.3254, -2.2574], [-5.2754, -0.6676, -2.3409], [-3.0593, 0.5745, -5.9944], [-4.3408, 1.7324, -6.3049], [-4.5736, -1.3204, -6.5334], [-4.4814, -0.1724, -7.8891], [-6.7422, -0.8377, -7.3922], [-6.5508, 0.7710, -7.1579], [-6.5693, -1.2992, -5.0627], [-7.8699, -0.1264, -5.3814], [-6.4381, 0.6768, -3.4928], [-6.3244, 1.7509, -4.8687], [-0.9001, 2.3247, 3.5881], [0.4564, 1.9734, 3.2368], [-0.9170, 3.2795, 4.1098], [-1.3471, 1.5491, 4.2075], [-1.4740, 2.4125, 2.6690], [0.9587, 1.8626, 4.0536]],
  "atomic_forces_ev_per_a": [[0.510, 0.802, -0.634], [-0.025, -0.036, -0.036], [0.071, 0.153, -0.028], [-0.084, 0.013, -0.024], [0.002, -0.376, -0.032], [0.082, 0.245, 0.171], [-0.287, 0.268, 0.137], [0.146, -0.499, 0.075], [-0.030, 0.382, -0.025], [0.011, 0.014, 0.041], [0.134, -0.095, -0.035], [-0.022, 0.128, -0.061], [0.073, 0.063, -0.084], [-0.087, -0.002, 0.045], [0.161, 0.037, -0.100], [0.087, -0.101, 0.197], [0.008, 0.017, 0.000], [0.019, -0.006, 0.017], [-0.011, 0.000, 0.002], [-0.013, 0.007, 0.030], [0.026, -0.015, -0.026], [0.013, -0.043, 0.026], [0.005, -0.020, 0.006], [0.012, -0.027, 0.001], [-0.022, 0.002, -0.008], [-0.020, 0.006, 0.003], [-0.004, -0.019, 0.012], [0.017, -0.009, 0.008], [-0.085, -0.012, 0.048], [0.013, -0.025, -0.011], [0.124, -0.172, -0.111], [-0.014, 0.064, 0.005], [0.098, -0.032, 0.076], [0.177, -0.031, 0.004], [-0.379, -0.483, -0.316], [-0.131, 0.151, 0.096], [-0.081, 0.411, 0.051], [-0.055, 0.360, -0.173], [0.041, 0.056, 0.247], [0.266, -0.184, -0.140], [-0.236, -0.036, -0.025], [0.025, -0.018, 0.003], [-0.093, 0.019, -0.013], [-0.030, 0.003, -0.026], [0.003, -0.019, 0.000], [-0.011, 0.004, -0.016], [-0.022, 0.023, -0.020], [-0.046, -0.003, 0.017], [0.044, 0.027, 0.043], [-0.013, -0.047, 0.029], [-0.010, -0.036, -0.028], [0.043, -0.026, 0.064], [0.004, 0.027, -0.024], [-0.029, -0.062, -0.059], [0.015, 0.040, -0.005], [0.007, 0.000, 0.024], [0.018, -0.031, -0.036], [0.103, 0.117, -0.019], [-0.022, -0.006, -0.145], [-0.139, 0.057, 0.003], [-0.139, 0.066, -0.048], [1.013, -0.022, -0.217], [-0.250, -0.063, 0.088], [-1.272, -0.665, 0.754], [-0.079, -0.113, -0.139], [0.252, 0.001, 0.224], [0.033, -0.030, 0.040], [0.156, 0.004, 0.054], [-0.104, 0.092, -0.119], [0.007, -0.037, 0.002], [-0.040, 0.080, -0.078], [0.041, -0.071, 0.022], [-0.165, -0.167, 0.117], [-0.034, -0.143, 0.002], [-0.063, 0.071, 0.091], [-0.169, -0.047, -0.005], [0.066, 0.007, 0.095], [0.061, -0.041, -0.166], [0.051, 0.101, -0.009], [0.007, -0.001, -0.001], [-0.004, 0.012, -0.010], [-0.009, -0.003, 0.013], [0.015, -0.069, 0.022], [-0.042, 0.079, 0.018], [0.033, -0.001, 0.002], [-0.007, -0.001, 0.010], [-0.017, -0.010, -0.005], [0.051, -0.043, 0.050], [0.059, 0.005, -0.028], [0.037, -0.005, -0.008], [0.005, 0.027, -0.010], [0.016, -0.018, 0.006], [-0.009, 0.000, -0.003], [-0.018, -0.007, 0.019], [-0.010, 0.036, 0.005], [0.039, -0.022, 0.032], [-0.036, 0.012, 0.022], [0.025, -0.258, 0.142], [0.104, 0.172, -0.129], [0.029, 0.028, -0.009], [-0.022, 0.014, 0.019], [-0.003, -0.031, -0.050], [0.034, 0.035, -0.041]]
}

(2)
{
  "formula": "C3H3FS",
  "method": "wB97M-V/def2-TZVPD",
  "e_lumo_ha": -0.0420,
  "smiles": "C=C(F)C=S",
  "multiplicity": 1,
  "de_lowest_kcal_mol": 14.0,
  "e_tot_ev": -16710.2191,
  "symbols": ["C", "C", "F", "C", "S", "H", "H", "H"],
  "positions_angstrom": [[1.7651, 1.0069, -0.7564], [0.9247, 0.2145, -0.1390], [1.2147, -0.4335, 0.9469], [-0.4455, 0.1064, -0.6641], [-1.7599, -0.4486, 0.2869], [2.7446, 1.1378, -0.3379], [1.7867, 1.3690, -1.8514], [-0.7718, 0.6053, -1.5651]],
  "atomic_forces_ev_per_a": [[2.402, 0.833, -2.428], [-2.198, 0.226, -2.317], [0.195, -0.354, 1.265], [-2.984, -0.984, 3.044], [2.586, 0.731, -1.760], [0.348, 0.072, 0.449], [-1.101, -0.498, 2.114], [0.751, -0.027, -0.367]]
}

(3)
{
  "formula": "C5H11O2",
  "method": "wB97M-V/def2-TZVPD",
  "e_lumo_ha": 0.1428,
  "multiplicity": 1,
  "de_lowest_kcal_mol": 7.3,
  "total_charge": -1,
  "e_tot_ev": -9459.7111,
  "symbols": ["C", "C", "O", "O", "H", "H", "H", "C", "C", "C", "H", "H", "H", "H", "H", "H", "H", "H"],
  "positions_angstrom": [[0.7672, -1.0381, 2.2856], [-0.0386, 0.1957, 1.7776], [0.6132, 1.2228, 1.4903], [-1.2774, 0.0068, 1.6925], [0.0946, -1.7240, 2.7942], [1.6100, -0.6983, 2.8796], [1.1604, -1.5604, 1.4037], [-0.5714, -0.1689, -1.8650], [0.1709, -1.1683, -2.7809], [0.0366, 1.2492, -1.9494], [-1.5978, -0.0629, -2.1786], [-0.4258, -0.5703, -0.8706], [1.1851, -0.8088, -2.9679], [-0.6999, 2.0499, -1.8780], [0.7663, 1.3710, -1.1478], [-0.2912, -1.2836, -3.7692], [0.2627, -2.1554, -2.3286], [0.5234, 1.3617, -2.9299]],
  "atomic_forces_ev_per_a": [[-0.133, 0.313, -0.636], [-0.417, -0.317, 0.121], [0.159, -0.050, -0.048], [0.158, 0.130, -0.073], [0.124, -0.006, 0.261], [0.089, -0.156, 0.233], [0.048, 0.063, 0.080], [1.062, 0.207, -0.653], [0.025, 0.301, -0.314], [0.289, -0.391, -0.253], [-0.541, -0.523, 0.367], [-0.770, 0.345, 0.399], [0.106, -0.064, 0.071], [-0.064, -0.132, 0.245], [-0.002, 0.210, -0.091], [-0.036, 0.023, 0.130], [-0.135, -0.064, -0.017], [0.038, 0.112, 0.177]]
}

(4)
{
  "formula": "C50H53N4O4P3STi",
  "method": "wB97M-V/def2-TZVPD",
  "e_lumo_ha": [-0.2191, -0.2199],
  "multiplicity": 3,
  "de_lowest_kcal_mol": 0.0,
  "total_charge": 2,
  "e_tot_ev": -128662.0904,
  "symbols": ["Ti", "O", "S", "C", "C", "C", "C", "C", "C", "P", "C", "C", "C", "C", "C", "C", "C", "C", "C", "C", "C", "C", "C", "C", "C", "C", "C", "C", "P", "C", "C", "C", "C", "C", "C", "C", "C", "C", "C", "C", "C", "H", "H", "H", "H", "H", "H", "H", "H", "H", "H", "H", "H", "H", "H", "H", "H", "H", "H", "H", "H", "H", "H", "H", "H", "H", "H", "H", "H", "C", "N", "C", "C", "C", "O", "H", "H", "H", "H", "H", "H", "H", "H", "H", "C", "C", "C", "C", "C", "C", "C", "C", "N", "H", "H", "H", "H", "H", "H", "N", "C", "P", "O", "O", "C", "N", "H", "H", "H", "H", "H", "H", "H", "H", "H", "H"],
  "positions_angstrom": [[0.4907, 0.6616, 0.3259], [-1.8534, -2.7617, -1.9164], [-1.6219, -1.7268, -0.7980], [-3.1973, -0.9069, -0.6811], [-4.2592, -1.7272, -1.0455], [-5.5432, -1.1999, -1.0050], [-5.7429, 0.0742, -0.5075], [-4.6523, 0.9047, -0.2013], [-3.3291, 0.4488, -0.3323], [-1.8880, 1.6039, -0.3311], [-1.9818, 2.1895, -2.0601], [-2.5654, 3.3842, -2.5201], [-2.5555, 3.6653, -3.8991], [-1.9301, 2.7883, -4.8147], [-1.3090, 1.6362, -4.3338], [-1.3962, 1.3180, -2.9885], [-2.1107, 2.9194, 1.0536], [-1.1206, 3.1413, 2.0573], [-1.2734, 4.0477, 3.1008], [-2.4618, 4.7810, 3.2136], [-3.3948, 4.6408, 2.1967], [-3.2474, 3.7443, 1.1161], [-1.5793, -2.8326, 0.6803], [-2.6975, -3.3873, 1.2873], [-2.5311, -4.1313, 2.4730], [-1.2540, -4.4143, 2.9625], [-0.1434, -3.9976, 2.2589], [-0.2855, -3.1914, 1.1334], [1.1978, -2.7882, 0.1615], [1.4472, -4.2877, -0.7804], [1.1009, -4.2555, -2.1218], [1.1355, -5.4343, -2.8616], [1.4581, -6.6584, -2.2766], [1.8392, -6.6486, -0.9087], [1.7804, -5.4935, -0.1519], [2.6537, -2.7642, 1.2913], [2.5536, -1.9882, 2.4830], [3.7295, -1.6065, 3.1564], [4.9756, -2.0731, 2.7023], [5.0456, -2.9637, 1.6139], [3.8938, -3.3941, 0.9903], [-4.0183, -2.7254, -1.3492], [-6.3886, -1.7789, -1.3396], [-6.7448, 0.4870, -0.3424], [-4.8219, 1.8755, 0.2290], [-2.9503, 4.1095, -1.8006], [-3.0113, 4.5866, -4.2272], [-1.8990, 2.9897, -5.8709], [-0.7797, 0.9647, -4.9853], [-0.9146, 0.3915, -2.6196], [-0.1420, 2.6223, 1.9713], [-0.4682, 4.1218, 3.8653], [-2.6070, 5.5144, 4.0069], [-4.2992, 5.2429, 2.2193], [-4.0205, 3.7048, 0.3446], [-3.6836, -3.2288, 0.8831], [-3.4460, -4.4844, 2.9775], [-1.0906, -4.9458, 3.8952], [0.8678, -4.2826, 2.5630], [0.6733, -3.3775, -2.5699], [0.8036, -5.3805, -3.8975], [1.3470, -7.5874, -2.8241], [2.2096, -7.5400, -0.4284], [2.0099, -5.5121, 0.9062], [1.5575, -1.7052, 2.8417], [3.7015, -0.9999, 4.0699], [5.8888, -1.7636, 3.1941], [5.9725, -3.3889, 1.2820], [3.9198, -4.2268, 0.2823], [1.1068, 0.5345, 4.7012], [-0.3273, 0.3207, 4.3273], [-1.3020, 0.0719, 5.4228], [-0.7025, 0.1230, 3.0574], [-2.1315, -0.1806, 2.7879], [0.2025, 0.2160, 2.1083], [1.1915, 1.4031, 5.3667], [1.6680, 0.6996, 3.7850], [1.5466, -0.3283, 5.1930], [-0.9239, 0.5927, 6.3165], [-1.3855, -0.9784, 5.6751], [-2.2566, 0.5393, 5.1761], [-2.4686, -1.0165, 3.4354], [-2.2893, -0.4439, 1.7557], [-2.7688, 0.6810, 3.0075], [2.3004, -0.0080, -1.0166], [2.4532, -0.5604, -2.3608], [1.9744, 0.1751, -3.4920], [2.0419, -0.3329, -4.7590], [2.6003, -1.6037, -4.9934], [3.2571, -2.2708, -3.9254], [3.1422, -1.7731, -2.6553], [2.4861, -2.2383, -6.2641], [2.3972, -2.7294, -7.3184], [2.7851, 0.9719, -0.9727], [2.7832, -0.6836, -0.2868], [1.5126, 1.1493, -3.3410], [1.5940, 0.1959, -5.5962], [3.7581, -3.2227, -4.1113], [3.5503, -2.2899, -1.7762], [1.2270, 5.8578, 1.0710], [2.0349, 4.5946, 0.9143], [1.2729, 3.8058, -0.5025], [-0.0695, 4.4144, -0.7961], [1.2133, 2.3422, -0.0089], [2.2939, 3.8057, -1.9747], [1.4446, 4.5316, -3.0148], [1.1497, 6.0474, 2.0932], [0.2926, 5.7732, 0.6251], [1.7260, 6.6094, 0.6265], [1.9226, 3.9455, 1.7925], [3.0701, 4.9113, 0.8445], [2.4939, 2.8066, -2.3358], [3.2447, 4.3381, -1.8690], [1.2972, 3.9630, -3.8439], [1.9799, 5.3701, -3.2823], [0.5678, 4.8708, -2.5851]],
  "atomic_forces_ev_per_a": [[-0.333, -2.583, -4.011], [0.723, 1.675, 1.139], [0.078, -2.537, -1.219], [0.208, -0.035, 0.188], [-0.324, 1.149, 0.318], [0.017, -0.229, -0.004], [0.212, 1.088, 0.376], [0.124, -0.803, 0.132], [-1.023, 0.041, -0.010], [1.150, -0.589, 1.297], [-0.431, 0.776, -0.336], [0.516, -0.365, -0.383], [0.405, -0.481, 0.333], [-0.046, 0.247, 1.035], [-0.553, 0.287, 0.135], [0.606, -0.364, 0.867], [-0.662, 0.488, -0.598], [0.600, -0.695, -0.966], [0.134, -0.203, 0.400], [0.427, 0.044, -0.549], [-0.636, -0.011, -0.462], [0.540, -0.017, 0.732], [0.816, 0.349, 0.097], [0.427, -0.078, 0.772], [-0.543, 0.047, -0.406], [-0.390, 0.051, 0.332], [0.061, 0.172, -0.136], [-0.127, -0.231, 0.177], [0.490, 0.804, -0.237], [-0.606, -0.341, 0.196], [0.037, -0.847, 0.158], [-0.461, -0.428, -0.341], [0.186, 0.933, 1.018], [-0.113, -0.252, -0.639], [0.172, 0.095, -0.824], [-0.285, -0.453, 1.407], [0.858, -0.060, -0.770], [0.038, -0.632, -0.127], [-0.430, 0.012, -0.590], [-0.354, 0.254, 1.014], [-1.277, 0.627, -0.345], [-0.132, -0.363, -0.305], [-0.098, -0.183, 0.071], [0.350, -0.328, -0.257], [-0.224, 0.229, -0.216], [-0.073, -0.202, -0.327], [-0.075, 0.033, -0.217], [-0.114, 0.234, -0.186], [-0.001, -0.170, -0.272], [-0.250, 0.555, -0.294], [-0.953, 0.238, 0.204], [-0.671, 0.027, -0.587], [-0.045, -0.326, -0.136], [0.114, -0.033, 0.069], [0.283, 0.056, 0.345], [-0.152, 0.124, 0.105], [0.690, 0.082, -0.202], [-0.318, -0.129, -0.145], [-0.422, 0.082, 0.071], [0.217, 0.374, -0.098], [0.114, -0.182, 0.160], [0.326, 0.108, 0.009], [-0.249, -0.339, -0.024], [0.084, -0.081, -0.040], [0.505, 0.133, -0.198], [-0.087, -0.240, -0.392], [-0.055, 0.003, 0.038], [0.439, -0.050, 0.152], [0.106, 0.642, -0.111], [-0.681, 0.306, -0.452], [0.169, -0.649, -0.182], [0.786, 1.236, 0.248], [2.145, 0.331, -0.344], [-0.335, -0.409, 0.389], [-2.311, -0.945, 4.869], [-0.158, -0.226, -0.180], [-0.034, 0.083, 0.066], [-0.293, -0.224, 0.124], [-0.087, -0.208, -0.333], [-0.127, -0.225, -0.214], [0.086, -0.338, 0.069], [0.182, 0.393, -0.463], [0.122, -0.111, -0.170], [0.104, 0.028, 0.063], [-0.144, -0.187, 0.684], [0.082, 0.269, -1.349], [0.484, -0.408, 1.112], [-0.159, -0.802, -0.781], [0.544, 0.053, 1.003], [-0.830, -0.127, -0.949], [-0.417, 0.912, 1.443], [0.095, -0.600, -2.082], [0.073, 0.742, 1.767], [0.252, -0.003, -0.027], [0.127, 0.495, -0.167], [-0.152, -0.087, 0.108], [0.097, -0.030, 0.052], [-0.158, 0.290, 0.036], [0.058, 0.027, -0.588], [0.041, 0.012, 1.968], [0.037, 1.038, 0.224], [-1.832, -5.083, 1.409], [1.202, 1.279, -0.220], [1.519, 4.986, -0.842], [-0.037, 0.933, -0.841], [1.503, 0.938, -0.055], [-0.267, 0.283, -0.914], [0.032, -0.322, 0.119], [0.091, 0.715, -0.062], [-0.173, 0.244, -0.377], [0.204, -0.250, -0.137], [-0.037, -0.420, 0.165], [-0.164, -0.130, -0.028], [-0.370, -0.127, -0.165], [-0.399, -0.327, -0.382], [-0.410, -0.549, -0.003]]
}